[1]
A single C7H7N3O2 molecule at a distorted geometry, computed with ωB97M-V/def2-TZVPD.

Atoms and positions in Å:
C1 -0.588 0.244 0.850
C2 3.756 0.963 -0.421
C3 3.736 -0.393 -0.791
C4 2.619 1.146 0.342
C5 -3.015 0.992 0.485
C6 -3.490 -1.240 -0.437
C7 0.487 -0.351 0.339
N1 -1.737 0.701 1.083
N2 2.689 -0.959 -0.275
N3 1.932 -0.088 0.417
O1 -3.801 1.836 0.921
O2 -3.496 0.327 -0.604
H1 4.428 1.872 -0.686
H2 4.478 -1.018 -1.184
H3 2.257 2.087 0.663
H4 -2.485 -1.582 -0.172
H5 -3.922 -1.838 -1.242
H6 -4.183 -1.325 0.371
H7 0.335 -1.374 0.341

Force components x, y, z for each atom (eV/Å):
-3.223 2.026 -1.102
0.206 2.810 0.442
-0.500 0.799 1.573
-0.099 -0.916 -1.211
-2.339 2.057 0.181
0.239 2.038 0.526
1.530 1.491 1.843
1.871 -1.679 -0.241
-1.352 -2.588 -0.354
0.390 2.503 -1.223
2.981 -1.455 -0.153
1.451 -3.352 -0.092
-1.050 -2.180 0.490
0.823 -0.521 -0.907
-0.603 0.420 0.614
-0.282 0.142 -0.148
0.338 1.044 -0.566
-0.171 -0.465 0.806
-0.212 -2.173 -0.477

Properties
Largest force on an atom ... 4.0 eV/Å
E ... -15932.8420 eV
Net charge ... 0
SMILES string ... COC(=O)N=C=Cn1cccn1
Orbital gap ... 0.310 Eh
E_LUMO ... -0.4477 eV
ΔE to the lowest compared entry with this formula, charge and spin ... 131.13 kcal/mol

=====

[2]
2 unconnected molecules or ions with the total composition C7H7N3O3S at a distorted geometry, computed with ωB97M-V/def2-TZVPD.

Atoms and positions in Å:
C1 -1.380 -0.826 -2.074
C2 -0.366 0.143 -2.280
C3 -1.798 -1.145 -0.787
C4 0.060 0.926 -1.219
C5 -0.286 0.530 0.102
C6 1.406 1.968 0.176
C7 -1.093 -0.650 0.322
N1 0.484 1.232 0.947
N2 1.760 -0.328 1.614
N3 -1.372 -1.128 1.587
O1 -2.157 -2.037 1.747
O2 -0.831 -0.512 2.480
O3 1.004 1.849 -1.189
S1 1.681 -1.745 0.868
H1 -1.888 -1.450 -2.773
H2 0.052 0.295 -3.293
H3 -2.561 -2.027 -0.673
H4 1.388 2.937 0.480
H5 2.410 1.666 0.159
H6 1.028 -0.074 2.284
H7 2.457 0.375 1.522

Force components x, y, z for each atom (eV/Å):
0.446 0.776 1.229
-0.398 0.259 -1.597
-0.245 -2.134 1.073
-0.706 -2.201 -0.294
0.537 0.066 0.810
-2.085 -1.167 -1.124
-1.167 1.920 -3.228
-1.885 0.904 -0.405
0.774 -1.511 2.433
-0.739 -0.048 1.211
0.009 -0.318 -0.043
0.167 0.025 1.531
0.137 0.535 -1.352
0.789 -0.847 -0.468
0.298 0.214 -1.242
-0.352 0.012 0.719
1.635 2.009 0.075
-0.152 3.169 0.620
1.614 -0.944 0.501
0.479 -0.435 -0.326
0.843 -0.282 -0.120

Properties
Largest force on an atom ... 3.9 eV/Å
E ... -28813.1760 eV
Net charge ... 0
Expectation value of S² ... 2.04
Orbital gap (spin up / spin down) ... 0.245 / 0.225 Eh
E_LUMO (spin up / spin down) ... -0.5849 / -2.4499 eV
Multiplicity ... 3

=====

Which value of E does entry 2 give? -28813.1760 eV